ORCA calculation (the ωB97M-V functional and the def2-TZVPD basis) on 5 unconnected molecules or ions with the total composition C28H67FNO8P2 at a distorted geometry.

Computed properties:
total charge	+1
max |F|	9.05	eV Å⁻¹
LUMO level	-3.75	eV
Kohn-Sham gap	7.56	eV
2S+1	1

Last column: Mulliken charge in e.
CARTESIAN COORDINATES (ANGSTROEM)
C  -3.208  0.170  1.826  -0.347
C  -2.268  -0.736  0.813  -0.529
C  -2.401  -0.100  -0.693  0.500
F  -2.983  -1.197  -1.554  -0.375
P  -0.674  0.293  -1.505  0.798
C  0.075  -1.398  -1.970  -0.500
C  1.686  -1.398  -2.267  -0.101
C  2.081  -2.905  -2.877  -0.388
C  1.586  -3.133  -4.422  -0.548
C  0.178  -3.999  -4.505  -0.109
O  0.353  -5.382  -4.990  -0.318
C  0.132  -5.418  -6.444  0.611
C  -1.294  -5.118  -7.215  -0.739
O  1.224  -5.688  -7.208  -0.518
C  -1.068  1.435  -3.001  -0.745
N  -2.555  1.508  -3.275  -0.280
C  -3.189  2.780  -2.757  -0.705
P  0.493  1.477  -0.097  -0.066
O  -0.339  1.773  1.404  -0.339
O  2.108  0.872  0.134  -0.274
H  -3.650  1.138  1.309  0.053
H  -4.148  -0.442  2.224  0.339
H  -2.493  0.512  2.708  -0.146
H  -2.714  -1.833  0.852  0.418
H  -1.144  -0.770  1.177  0.176
H  -3.143  0.800  -0.789  0.045
H  -0.152  -2.263  -1.178  0.399
H  -0.462  -1.754  -2.969  0.045
H  2.227  -1.365  -1.204  0.005
H  2.059  -0.569  -3.003  0.258
H  3.257  -3.010  -2.824  0.001
H  1.662  -3.772  -2.172  0.317
H  2.408  -3.821  -4.946  0.340
H  1.560  -2.140  -5.077  0.271
H  -0.571  -3.353  -5.142  0.056
H  -0.258  -4.003  -3.399  0.200
H  -1.641  -4.017  -6.935  0.227
H  -2.167  -5.826  -6.888  0.281
H  -1.133  -5.108  -8.391  0.286
H  -0.734  2.536  -2.695  0.389
H  -0.485  1.059  -3.951  0.390
H  -2.707  1.543  -4.326  0.338
H  -4.321  2.638  -2.405  0.093
H  -3.250  3.524  -3.688  0.327
H  -2.629  3.288  -1.863  0.282
H  -0.185  1.035  2.070  0.295
H  2.131  0.028  0.674  0.296
C  6.967  -1.394  -3.358  -0.981
C  7.026  -2.200  -2.070  -0.304
O  6.267  -3.405  -2.120  -0.394
C  6.644  -4.352  -3.116  -0.272
C  8.076  -4.839  -2.976  -1.197
H  5.928  -1.146  -3.607  0.196
H  7.537  -0.465  -3.253  0.388
H  7.383  -1.946  -4.203  0.295
H  6.604  -1.597  -1.260  0.290
H  8.060  -2.416  -1.787  0.331
H  6.462  -3.941  -4.115  0.327
H  5.968  -5.209  -3.008  0.368
H  8.798  -4.026  -3.083  0.273
H  8.300  -5.589  -3.741  0.396
H  8.233  -5.287  -1.989  0.300
C  -6.954  3.652  2.243  -1.071
C  -6.030  4.033  1.098  -0.406
O  -5.806  2.973  0.172  -0.317
C  -6.957  2.458  -0.493  -0.433
C  -7.696  3.499  -1.317  -1.102
H  -6.553  2.789  2.787  0.277
H  -7.063  4.489  2.940  0.405
H  -7.951  3.381  1.890  0.267
H  -5.052  4.301  1.510  0.320
H  -6.396  4.921  0.574  0.346
H  -7.626  1.977  0.228  0.412
H  -6.604  1.665  -1.163  0.340
H  -8.078  4.315  -0.698  0.271
H  -8.546  3.043  -1.834  0.399
H  -7.027  3.941  -2.063  0.285
C  4.503  2.418  1.810  -0.949
C  4.488  1.000  2.360  -0.003
O  5.739  0.590  2.905  -0.426
C  6.239  1.360  3.997  -0.322
C  5.313  1.373  5.201  -0.981
H  5.274  2.521  1.037  0.268
H  3.530  2.668  1.373  0.293
H  4.718  3.154  2.587  0.330
H  4.261  0.310  1.542  0.000
H  3.693  0.873  3.100  0.235
H  6.471  2.377  3.665  0.309
H  7.193  0.906  4.290  0.337
H  4.345  1.823  4.968  0.228
H  5.761  1.945  6.019  0.385
H  5.123  0.352  5.549  0.279
C  -1.399  2.121  6.964  -1.123
C  -2.376  2.113  5.800  -0.115
O  -3.141  0.914  5.709  -0.424
C  -3.964  0.599  6.830  -0.336
C  -5.005  1.663  7.133  -0.952
H  -0.711  1.270  6.892  0.305
H  -0.815  3.048  6.966  0.389
H  -1.910  2.048  7.926  0.279
H  -1.810  2.196  4.866  0.182
H  -3.039  2.983  5.836  0.293
H  -3.342  0.393  7.707  0.316
H  -4.478  -0.339  6.589  0.328
H  -4.549  2.622  7.388  0.267
H  -5.631  1.354  7.976  0.391
H  -5.648  1.828  6.261  0.200

Atoms 1-2, force components in eV/Å:
0.31 0.28 0.52
-1.02 0.39 0.14